Formula: C2H4N2
Source: the OMol25 dataset
Level of theory: the ωB97M-V functional and the def2-TZVPD basis

- Multiplicity: 3
- Relative energy (zero: lowest compared OMol25 entry of this formula, charge and spin): 386.47 kJ/mol
- HOMO (spin up / spin down): -0.562 / -0.828 Ha
- Net charge: +2
- Orbital gap (spin up / spin down): 3.78 / 3.47 eV
- E: -5087.017 eV

Last column: Mulliken spin population.
CARTESIAN COORDINATES (ANGSTROEM)
C  -1.8976  0.3132  -0.3509  0.452
C  2.5454  0.3243  0.2743  0.508
N  -2.6540  -0.2074  0.3143  0.535
N  1.8946  -0.4968  -0.1615  0.505
H  -1.2898  0.8757  -1.0301  0.014
H  3.1281  1.1316  0.6946  0.013
H  -3.3359  -0.6777  0.9124  -0.014
H  1.4980  -1.3323  -0.5814  -0.013

=====

Formula: C5H5NO2
Source: the OMol25 dataset
Level of theory: the ωB97M-V functional and the def2-TZVPD basis

- Multiplicity: 1
- Relative energy (zero: lowest compared OMol25 entry of this formula, charge and spin): 376.66 kJ/mol
- HOMO: -0.294 Ha
- Net charge: 0
- Orbital gap: 8.08 eV
- E: -10847.411 eV

Last column: Löwdin charge in e.
CARTESIAN COORDINATES (ANGSTROEM)
C  -0.6573  -0.1889  0.4451  -0.356
C  1.0796  -1.0808  1.3284  -0.130
C  1.5565  -0.5314  0.1159  -0.014
C  0.3822  0.0027  -0.5225  -0.193
C  0.1299  0.6731  -1.7016  -0.247
H  -2.6269  0.6135  1.3817  0.295
H  -2.2271  0.8818  -0.5914  0.094
H  1.7384  -1.2431  2.2776  0.147
H  2.6811  -0.4260  0.0788  0.130
H  0.9919  0.5701  -2.4653  0.142
N  -1.8697  0.3339  0.2218  0.127
O  -0.2224  -0.7267  1.5872  0.053
O  -0.9563  1.1218  -2.1556  -0.048

=====

Formula: C30H44N2O6P2Pm
Source: the OMol25 dataset
Level of theory: the ωB97M-V functional and the def2-TZVPD basis

- Multiplicity: 5
- HOMO (spin up / spin down): -0.420 / -0.416 Ha
- Net charge: +1
- Orbital gap (spin up / spin down): 8.29 / 8.36 eV
- E: -82205.943 eV

Last column: Mulliken spin population.
CARTESIAN COORDINATES (ANGSTROEM)
Pm  -0.0901  -0.2665  -0.0433  4.044
C  0.8223  0.1932  2.1205  0.030
C  0.0724  1.3898  1.7761  -0.021
C  -1.4422  -0.4341  1.7508  -0.007
C  -0.0998  -0.9506  2.1039  -0.029
C  -1.3176  1.0200  1.5604  -0.006
C  2.2760  0.1244  2.4543  -0.001
H  2.8296  0.9570  2.0164  0.000
H  2.7359  -0.8164  2.1375  -0.001
H  2.3558  0.1958  3.5450  0.001
C  0.2428  -2.3664  2.3169  -0.007
H  1.3147  -2.5504  2.2909  -0.002
H  -0.2107  -3.0167  1.5608  -0.002
H  -0.1514  -2.6563  3.2885  0.001
C  -2.6533  -1.2489  1.5567  -0.003
H  -3.1084  -1.4004  2.5347  0.001
H  -2.4126  -2.2278  1.1396  -0.002
H  -3.3819  -0.7906  0.8852  -0.002
C  -2.4390  1.9449  1.2195  0.001
H  -2.9272  2.2153  2.1624  -0.001
H  -3.1858  1.4808  0.5677  -0.001
H  -2.0755  2.8603  0.7487  0.000
C  0.6186  2.7871  1.7500  -0.001
H  0.4318  3.2261  2.7382  -0.001
H  0.1281  3.4163  1.0012  0.000
H  1.6958  2.8017  1.5696  -0.001
C  4.4321  1.4455  -5.5713  0.000
C  4.8916  2.3034  -4.6491  0.000
C  4.9034  3.8007  -4.6516  0.000
C  3.9321  4.5080  -5.6303  0.000
C  2.4962  4.1523  -5.3955  0.000
C  1.8052  3.0977  -5.8516  0.000
C  2.2418  1.9794  -6.7471  0.000
C  3.7670  1.7416  -6.8801  0.000
H  5.9263  4.1694  -4.8398  0.000
H  4.2442  4.3193  -6.6646  0.000
H  4.6600  4.1338  -3.6269  0.000
H  4.2312  2.5866  -7.4028  0.000
H  4.5378  0.3711  -5.3440  0.000
H  5.3632  1.8638  -3.7588  0.000
H  3.8981  0.8635  -7.5450  0.000
H  1.7815  1.0514  -6.3623  0.000
H  0.7463  3.0403  -5.5630  0.000
H  1.8158  2.1166  -7.7561  0.000
H  4.0528  5.5986  -5.4704  0.000
H  1.9524  4.8548  -4.7410  0.000
P  2.0694  0.0985  -1.4621  0.005
C  2.9333  -1.3646  -1.6653  -0.001
C  3.0952  1.4533  -1.1956  0.000
P  -0.6389  1.1456  -2.1697  0.002
C  0.9392  0.4542  -2.9183  0.000
C  -0.5515  2.8633  -2.1480  0.001
C  -2.0342  0.5551  -2.9651  -0.001
H  2.2844  -2.2588  -1.6462  -0.001
H  3.6588  -1.4465  -0.8422  0.000
H  3.4472  -1.2749  -2.6199  0.000
H  3.5962  1.6286  -2.1452  -0.001
H  3.8296  1.1706  -0.4252  0.001
H  2.5856  2.3699  -0.8565  0.000
H  -1.9248  0.8517  -4.0056  0.000
H  -2.9169  1.0378  -2.5183  0.000
H  -2.1536  -0.5384  -2.8731  -0.001
H  0.6965  -0.5030  -3.4052  0.004
H  1.3976  1.1566  -3.6316  -0.001
H  -1.5355  3.2431  -1.8313  0.000
H  -0.3497  3.1548  -3.1759  -0.001
H  0.2091  3.2880  -1.4728  0.000
O  -1.3355  -4.2665  -1.5556  -0.001
C  -1.3107  -3.6407  -0.4851  0.003
O  -0.8771  -2.4603  -0.3803  0.001
C  -1.9322  -4.6122  0.7641  0.000
C  -2.1382  -4.3075  2.1155  -0.001
C  -2.6773  -5.2188  3.0767  0.000
C  -3.0368  -6.4934  2.7069  0.000
C  -2.8466  -6.8360  1.3678  0.000
C  -2.3040  -5.9155  0.4049  0.000
N  -3.2354  -8.2130  0.9676  0.000
O  -3.7070  -8.9608  1.8774  0.000
O  -3.0710  -8.5348  -0.2311  0.000
N  -2.8601  -4.7754  4.4972  0.000
O  -2.5181  -3.5943  4.8029  0.000
O  -3.3495  -5.6257  5.2927  0.000
H  -1.9312  -3.3636  2.6150  0.001
H  -3.4437  -7.1721  3.4342  0.000
H  -2.1996  -6.2842  -0.6128  0.000

=====

Formula: C6H19N3
Source: the OMol25 dataset
Level of theory: the ωB97M-V functional and the def2-TZVPD basis

- Multiplicity: 1
- Relative energy (zero: lowest compared OMol25 entry of this formula, charge and spin): 379.13 kJ/mol
- HOMO: -0.245 Ha
- Net charge: 0
- Orbital gap: 7.50 eV
- E: -10996.803 eV

Last column: Löwdin charge in e.
CARTESIAN COORDINATES (ANGSTROEM)
C  0.2494  -1.5498  -0.1431  -0.399
C  -1.5508  -0.7817  1.5167  -0.058
C  -1.9149  -0.5701  -0.8650  -0.054
C  1.1124  -1.7992  1.0911  -0.081
C  1.0628  -0.9243  -1.2508  -0.147
N  -0.9098  -0.5475  0.2135  -0.238
H  -0.2844  -2.4767  -0.4088  0.129
H  -0.8466  -0.5653  2.3148  0.086
H  -1.4163  -0.3650  -1.8086  0.083
H  -1.8889  -1.8183  1.6042  0.097
H  -2.4127  -0.1219  1.6184  0.089
H  -2.4023  -1.5482  -0.9171  0.095
H  -2.6668  0.1968  -0.6783  0.092
H  1.9277  -2.4625  0.8042  0.080
H  1.5422  -0.8607  1.4450  0.070
H  0.5724  -2.2836  1.9051  0.064
H  2.0765  -1.3245  -1.2515  0.041
H  0.6328  -1.1064  -2.2371  0.031
H  1.0032  0.4674  -0.8727  0.099
C  0.3150  2.7073  -1.0543  -0.152
N  0.5795  1.5596  -0.2059  -0.330
N  1.4535  1.8331  0.8921  -0.027
H  -0.3682  0.5530  0.1551  0.119
H  2.3481  2.1819  0.5431  0.063
H  1.0598  2.5729  1.4737  0.057
H  -0.2962  2.3853  -1.9010  0.065
H  -0.2209  3.5090  -0.5265  0.062
H  1.2436  3.1395  -1.4564  0.066

=====

Formula: C6H14NO
Source: the OMol25 dataset
Level of theory: the ωB97M-V functional and the def2-TZVPD basis

- Multiplicity: 1
- Relative energy (zero: lowest compared OMol25 entry of this formula, charge and spin): 438.43 kJ/mol
- HOMO: -0.038 Ha
- Net charge: -1
- Orbital gap: 4.17 eV
- E: -9982.080 eV

Last column: Löwdin charge in e.
CARTESIAN COORDINATES (ANGSTROEM)
C  -1.4964  3.7561  -0.5410  -0.179
C  -1.0628  2.5215  -1.3525  -0.525
N  -1.6037  1.3121  -0.8508  -0.240
C  -0.7310  0.2135  -1.1750  -0.357
C  1.8804  -2.3096  2.2498  -0.111
C  0.8443  -2.9800  1.3477  -0.134
C  0.8733  -2.5613  -0.0623  -0.391
O  0.0888  -2.9167  -1.0087  -0.068
H  -1.4920  3.5921  0.5536  0.049
H  -0.8649  4.6453  -0.7817  0.043
H  -2.5164  4.0003  -0.9029  0.043
H  -1.2239  2.6839  -2.4351  0.072
H  0.0418  2.5080  -1.1410  0.063
H  -0.6667  -0.1940  -2.1989  0.042
H  0.3523  0.4230  -0.8308  0.046
H  -1.0375  -0.6340  -0.5870  0.008
H  1.8166  -1.2403  1.9055  0.091
H  1.5248  -2.3700  3.3025  0.076
H  2.9123  -2.6768  2.1721  0.069
H  0.3307  -3.8617  1.6873  0.117
H  1.7680  -1.9065  -0.2469  0.142
H  0.2621  -2.0050  0.8961  0.147

=====

Formula: C4H5NO2
Source: the OMol25 dataset
Level of theory: the ωB97M-V functional and the def2-TZVPD basis

- Multiplicity: 3
- Relative energy (zero: lowest compared OMol25 entry of this formula, charge and spin): 196.24 kJ/mol
- HOMO (spin up / spin down): -0.209 / -0.381 Ha
- Net charge: 0
- Orbital gap (spin up / spin down): 6.38 / 8.32 eV
- E: -9807.641 eV

Last column: Mulliken spin population.
CARTESIAN COORDINATES (ANGSTROEM)
C  -2.0349  -0.6213  -0.3068  0.663
C  0.0367  2.2139  0.4512  0.217
C  1.7576  -1.7813  -0.5850  0.003
C  -1.3126  0.2914  0.2731  0.558
N  -0.4248  1.2832  -0.3326  0.020
O  -2.7632  -1.3921  -0.7256  0.453
O  1.7304  -0.9761  0.3336  0.000
H  0.7183  2.8106  -0.0834  0.018
H  -0.0629  2.3464  1.6007  -0.011
H  2.6550  -1.9549  -1.1817  0.000
H  0.7988  -2.3916  -0.7706  0.001
H  -1.0985  0.1719  1.3270  0.076